(1)
Below is a molecular structure, C2H3N2OS at a distorted geometry, with properties calculated with wB97M-V/def2-TZVPD.

## Properties
* net charge: -1
* LUMO: 4.17 eV
* gap between HOMO and LUMO: 6.7468 eV
* largest force on an atom: 0.0452 hartree/bohr

Element x y z (Å)
C  -0.38586  0.03018  0.95383
C  0.74426  -0.31264  0.12370
N  -1.09263  1.08419  0.68638
N  0.30571  -0.17847  -1.34117
O  -0.66431  -0.88961  -1.74445
S  -0.73684  1.84403  -0.73355
H  -0.82722  -0.71814  1.54686
H  1.47538  0.45379  0.20721
H  1.18152  -1.31333  0.30119

Cartesian forces (eV/Å) of the 6 atoms listed first:
-1.45 1.14 -0.05
-0.68 -0.99 -1.60
-0.19 -1.22 0.95
-0.25 -0.66 -1.89
1.65 0.50 1.55
0.68 0.72 -0.31

=====

(2)
Below is 7 unconnected molecules or ions with the total composition C20H39Br6N3OS at a distorted geometry, with properties calculated with wB97M-V/def2-TZVPD.

## Properties
* LUMO: 0.18 eV
* gap between HOMO and LUMO: 8.9436 eV
* largest force on an atom: 0.0267 hartree/bohr

Element x y z (Å)
C  1.91529  -1.87060  -4.28624
C  3.00330  -2.90976  -4.43821
C  3.61821  -3.29643  -3.06492
C  4.51759  -2.25682  -2.58267
N  5.21079  -1.43689  -2.20605
H  2.29579  -0.89597  -3.97012
H  1.15078  -2.19211  -3.57538
H  1.41517  -1.67576  -5.23950
H  3.81359  -2.51749  -5.05030
H  2.58505  -3.82046  -4.86049
H  4.20614  -4.20508  -3.19596
H  2.81904  -3.45207  -2.34314
C  1.39195  6.92878  0.22171
C  1.99195  5.76979  0.98258
C  0.97886  4.94814  1.75327
C  0.07469  4.20469  0.87439
N  -0.62051  3.61970  0.17783
H  2.16353  7.45352  -0.33530
H  0.86947  7.61180  0.89193
H  0.68191  6.53763  -0.51020
H  2.81596  6.06489  1.63407
H  2.48538  5.13561  0.23270
H  0.35449  5.56432  2.40445
H  1.48645  4.21387  2.38421
C  0.56558  -0.55167  -1.66835
C  -0.64017  -0.61015  -0.76867
C  -1.62768  0.51152  -1.08360
C  -2.89551  0.29826  -0.37082
N  -3.86228  0.13923  0.21843
H  1.02586  0.43835  -1.71686
H  0.27107  -0.80420  -2.69061
H  1.35340  -1.23412  -1.34518
H  -0.35650  -0.62537  0.28151
H  -1.13520  -1.56466  -0.96303
H  -1.82582  0.56430  -2.15380
H  -1.25588  1.47639  -0.72673
C  -3.36708  -2.38791  4.66226
S  -3.13738  -0.70111  4.09213
O  -2.32299  -0.02167  5.12434
C  -1.98925  -1.15065  2.78679
H  -3.82366  -2.35087  5.64600
H  -2.39560  -2.87900  4.71268
H  -4.01376  -2.91099  3.95538
H  -1.12359  -1.57027  3.29987
H  -1.67629  -0.23436  2.29266
H  -2.49180  -1.82686  2.10007
Br  0.12362  -3.72859  0.84988
C  1.99796  -3.26924  1.11093
C  2.69954  -4.41377  1.80407
Br  4.26651  -3.71256  2.74100
H  2.06728  -2.32538  1.63574
H  2.41135  -3.14514  0.11441
H  3.11367  -5.10739  1.08203
H  2.10826  -4.93547  2.54222
Br  1.85460  0.69425  1.58580
C  3.01114  2.01452  0.72571
C  3.62916  1.46802  -0.52015
Br  4.93091  2.76791  -1.15030
H  3.75006  2.26363  1.48030
H  2.39379  2.88253  0.54069
H  2.89481  1.35800  -1.31166
H  4.13729  0.51750  -0.39999
Br  -9.49418  -1.19923  -0.00935
C  -7.66534  -0.59138  0.14671
C  -7.12378  0.05136  -1.07340
Br  -7.23034  -1.07151  -2.63957
H  -7.05010  -1.44363  0.42218
H  -7.66103  0.11204  0.97481
H  -6.06889  0.28124  -0.93229
H  -7.59664  1.00480  -1.30294

Cartesian forces (eV/Å) of the 6 atoms listed first:
-0.31 0.29 -0.41
0.16 0.08 0.78
0.01 0.08 -0.85
-0.85 -0.82 -0.14
0.78 1.03 0.45
0.12 -0.15 0.21